# 1
A structure of composition C24H25ClN5NiS4, computed with ωB97M-V/def2-TZVPD.

Computed properties:
* ΔE to the lowest compared entry with this formula, charge and spin: 1.072 eV
* HOMO (alpha / beta): -2.97 / -3.04 eV
* ⟨S²⟩: 2.02
* gap between HOMO and LUMO (alpha / beta): 5.21 / 5.28 eV

Structure (ORCA input):
```
! RIJCOSX wB97M-V def2-TZVPD def2/J DEFGRID3
* xyz -1 3
N 0.1051 -1.8049 1.4192
H -2.8744 2.9583 -2.5350
H -4.1339 0.4586 2.2329
C -0.5427 3.1350 -1.0999
S 2.9087 2.0771 1.6052
C 4.1215 -2.2887 -0.6073
C 3.1558 0.1961 -1.1628
C -3.2069 0.9322 2.5335
H 2.7404 1.1759 -1.3558
S 0.7300 2.8155 3.4979
C 4.9357 -1.4040 -1.2955
C -0.9679 1.9842 -2.0306
H 2.1712 -2.5387 0.2819
H 0.1505 -0.7258 -3.3425
H -0.6944 3.2388 -3.8227
N 0.3227 1.2611 1.4767
H -0.7187 -1.7312 -4.5378
H 4.4641 -3.2847 -0.3628
H 5.9341 -1.6762 -1.6103
H 2.0671 -0.5919 2.7324
H 1.7910 -1.5209 4.2298
C -0.8854 1.3714 2.1448
Ni 0.3648 0.0534 -0.2163
C 4.4312 -0.1484 -1.5767
C -2.0745 0.7520 1.7598
C 1.2901 1.9551 2.0421
C -3.1803 1.7265 3.6828
C -0.7606 -2.3670 -2.4920
H -3.1911 -3.7340 -0.3987
H -2.0838 0.1762 0.8399
H -0.8191 4.1107 -1.5152
S -2.3213 -3.1068 -2.6058
H -2.9449 1.8400 -1.1583
H 0.5386 3.1146 -0.9439
H 0.7846 -0.1198 3.8425
H -2.8269 1.1992 -2.8050
H -1.9779 2.9872 4.9478
C 1.3105 -0.9762 3.4171
H 0.8402 -2.2972 -3.8997
C -1.2867 -3.5321 2.0497
H -1.0220 3.0329 -0.1243
N -0.5374 0.6901 -1.5974
H -0.7021 1.4855 -4.1272
C -0.8242 -2.7568 1.0403
Cl 5.3927 1.0129 -2.4414
S -0.5377 -3.0854 3.5209
C -1.1923 -2.8313 -0.3844
C -0.3818 2.2641 -3.4300
N -0.2990 -2.3074 -1.2848
H 0.7096 2.2448 -3.3780
C -0.0746 -1.7537 -3.6596
C -0.8699 2.1787 3.2902
C -2.0083 2.3620 4.0645
C 2.8498 -1.8775 -0.2394
C -2.5024 2.0060 -2.1437
H -4.0779 1.8546 4.2739
C -2.3396 -3.3233 -0.9134
N 2.3827 -0.6635 -0.5071
C 0.3570 -1.8580 2.6875
H -1.9889 -4.3458 1.9917
*
```


# 2
A structure of composition C24H25F5MoNO at a distorted geometry, computed with ωB97M-V/def2-TZVPD.

Computed properties:
* HOMO (alpha / beta): -12.12 / -12.12 eV
* ⟨S²⟩: 2.04
* gap between HOMO and LUMO (alpha / beta): 7.57 / 7.05 eV

Structure (ORCA input):
```
! RIJCOSX wB97M-V def2-TZVPD def2/J DEFGRID3
* xyz 1 3
C -2.0726 0.3430 -2.2825
F -1.0892 0.7318 4.6730
C 2.3420 -0.0908 -3.8455
C -3.3681 -1.8978 -0.5639
H 4.4918 0.1548 -3.7738
C -1.9572 -1.4546 2.0430
C -1.5390 -0.1696 -0.9434
O -2.9901 -0.1610 -2.9294
C 2.3540 -0.2537 2.7640
C 1.0372 1.5629 -2.6327
C -1.1612 -2.5711 -1.5759
H -1.9303 0.5167 -0.1688
C 2.3723 -0.9722 1.5286
H 1.9555 1.9083 3.1898
H 0.7400 -3.0565 3.2438
F 0.3323 2.9576 4.2926
H 2.3667 -0.9816 -4.4772
H 2.6433 -0.6322 3.7369
H -3.5685 -2.9214 -0.2235
Mo 0.2818 -0.2198 1.9469
C 1.0991 0.4211 -3.4434
H 0.5399 -3.1169 0.5210
H 1.5114 2.1092 0.5169
C -0.0147 -2.5588 2.6430
H -3.8851 -1.1961 0.0986
C -1.3066 -1.8735 0.8309
H -1.8451 1.8556 -3.5992
C 2.2217 2.2046 -2.2512
H -0.4404 -0.0555 -0.9569
C -1.8537 -1.6452 -0.5654
H -1.3408 -3.6174 -1.3000
C -1.1682 -1.8792 3.1558
F -0.5080 3.2973 2.2750
C -0.1070 -2.5762 1.2133
H -1.4351 -1.7835 4.2021
C 1.9936 -0.0787 0.4853
C -0.7666 2.7746 3.5106
N -1.4364 1.4595 -2.7611
C 3.4603 1.6932 -2.6469
C 1.7256 1.2048 1.0719
H 2.7265 -1.9853 1.3808
C -0.2884 2.1540 -2.1841
H -2.9390 -0.9892 2.0712
H -0.3450 2.1451 -1.0793
H -0.0788 -2.3915 -1.6130
H 2.0321 -0.2804 -0.5790
C 3.5240 0.5455 -3.4500
F -1.7807 3.4901 4.0490
H 4.3742 2.2014 -2.3327
H 2.1484 3.1163 -1.6497
H -3.7582 -1.7639 -1.5764
H -0.3364 3.2101 -2.4927
H -1.5788 -2.3906 -2.5732
C 1.9689 1.0962 2.4802
H 0.1733 -0.0523 -3.7857
C -1.1154 1.2738 3.4045
F -2.4109 1.1891 2.9278
*
```


# 3
A structure of composition C24H25I2InO10S3, computed with ωB97M-V/def2-TZVPD.

Computed properties:
* ΔE to the lowest compared entry with this formula, charge and spin: 0.000 eV
* HOMO: -9.54 eV
* gap between HOMO and LUMO: 8.73 eV

Structure (ORCA input):
```
! RIJCOSX wB97M-V def2-TZVPD def2/J DEFGRID3
* xyz 0 1
C -1.6663 0.1436 1.3102
H 3.2347 -1.7184 6.1308
C -1.7618 -1.2665 1.3095
O 0.1569 2.0785 -4.1970
S 1.9380 -1.1341 -3.2184
H 2.6823 -1.1469 0.9414
C 2.3095 -1.5275 5.5838
S 3.4474 1.5938 0.5383
C -0.5435 -0.4414 -4.4751
C 0.5645 -2.4960 -5.0736
In 1.5755 1.1447 -1.5426
C 2.5895 -0.7604 4.3208
H -0.5634 1.9232 0.7032
H -3.4759 2.8345 2.4469
C -1.5100 -1.9186 -6.1221
H 1.8433 -2.4878 5.3686
O 2.2003 2.3861 0.2354
H -5.7763 -1.0961 3.4723
O 2.9274 -2.0691 -3.6486
O 1.4609 -1.2638 -1.8338
H -1.7378 2.8424 2.1914
C 1.5764 5.0461 -2.3887
H 0.2714 -1.9749 1.2756
C -2.6795 2.4451 1.8156
C 3.2615 1.2899 3.2307
C 0.5345 -1.3308 -4.3195
C 3.1380 0.6602 1.9984
O 0.4487 0.2708 0.2356
H -0.9601 -3.2063 0.9321
H -0.5006 -1.9912 -0.2812
H 1.6489 -0.9657 6.2450
C -0.6801 -2.1647 0.7812
O 2.3517 0.3074 -3.3655
H -2.8359 2.8389 0.8082
O 3.5140 0.6038 -0.5744
H 1.4043 -3.1645 -4.9543
S -0.7692 1.1261 -3.6345
I -0.1357 4.3380 -1.3636
H -3.0050 -2.9225 1.8116
C -0.4519 -2.7926 -5.9692
O -2.1660 1.4382 -3.7093
O 4.6032 2.4054 0.7540
C 2.7598 -0.6697 1.9092
H 3.0708 1.0631 5.3461
C -0.5327 0.8263 0.7213
H 1.2396 5.4889 -3.3168
C 2.4901 -1.3703 3.0757
H -2.3084 -2.1369 -6.8189
C -2.9204 -1.8417 1.8065
C -3.8576 0.3074 2.2916
I 2.9732 3.5305 -2.9014
C -3.9756 -1.0779 2.2920
C 2.9797 0.5776 4.3817
C -2.7225 0.9352 1.8099
H -5.0112 -2.6818 3.2829
C -5.2317 -1.7393 2.7827
H 2.2009 -2.4129 3.0144
H -4.6720 0.9094 2.6780
O -0.3789 0.8145 -2.1996
H 2.0837 5.7608 -1.7545
H -5.8918 -1.9601 1.9411
H -0.4053 -3.7074 -6.5449
C -1.5535 -0.7512 -5.3745
H 3.5816 2.3223 3.2786
H -2.3815 -0.0639 -5.4706
*
```


# 4
A structure of composition C24H25InN5O2PS2Se2 at a distorted geometry, computed with ωB97M-V/def2-TZVPD.

Computed properties:
* ΔE to the lowest compared entry with this formula, charge and spin: 0.000 eV
* HOMO: -7.89 eV
* gap between HOMO and LUMO: 7.01 eV

Structure (ORCA input):
```
! RIJCOSX wB97M-V def2-TZVPD def2/J DEFGRID3
* xyz 0 1
C 2.1410 -0.9977 2.1055
C 0.5605 2.7984 2.6367
H 4.8967 -4.0720 -2.2997
C -1.0243 -0.2438 4.0040
C -1.7975 3.2704 2.5520
C -1.8817 2.8686 1.2072
In 0.5630 -1.5712 -0.6095
C -1.4725 -0.5171 1.7059
C 0.3410 -0.4101 3.7411
C -2.7624 -4.3109 -1.6789
H -2.8141 2.8470 0.6975
H 1.4055 2.0915 0.8037
C 0.7690 4.1869 -1.7840
H -1.6732 5.7101 -4.3358
H 2.9410 -0.8625 2.7836
N -0.1605 -0.7143 1.4667
H -2.1267 -0.5827 0.8311
C -0.9916 -4.1340 0.1392
N 3.5923 -1.4435 0.4355
N 2.3330 -1.3057 0.8627
N -1.3610 -2.3430 -1.3909
C -0.3734 3.4879 -2.1270
P -0.7587 1.9381 -1.2129
O -2.0389 -1.9023 -2.5237
H 1.5132 2.8272 3.1611
H -2.2416 3.5631 -3.2389
C -1.2929 4.0870 -3.0330
H -2.3279 -4.5343 -2.6551
H -2.7883 3.4821 2.9903
C -0.6921 2.4742 0.5400
C -1.9389 -0.2597 2.9742
C -1.6987 -3.5324 -0.9757
C 1.0621 5.3696 -2.4105
H -3.6767 -3.6695 -1.7292
H 1.0318 -0.2644 4.5594
S 5.3847 -1.9679 -1.2224
H -1.3533 -0.0472 5.0119
H 0.3021 6.9518 -3.7012
N 0.1612 -3.5602 0.4498
H -2.1047 -0.9522 -2.3932
H 6.4681 -3.2987 -2.8149
H 4.8785 -2.7834 -3.5092
C 0.1549 5.9813 -3.2409
H -0.7942 -5.5452 1.6482
C -1.0178 5.3306 -3.5700
H -3.0249 -0.1016 3.1411
H -1.4970 -6.3225 0.2257
H 1.9640 5.9392 -2.1713
O 0.8326 -3.8405 1.5056
Se 0.9180 0.7090 -1.8514
C -1.4756 -5.3584 0.8038
C 0.7610 -0.7220 2.4789
C -0.5989 3.2284 3.2536
H -3.0245 -5.2270 -1.1754
C 0.4636 2.3680 1.3155
H -2.5069 -5.2060 1.2082
C 3.7325 -1.8771 -0.7850
S 2.5693 -2.4396 -1.9066
C 5.3861 -3.1319 -2.5836
H 1.4186 3.8920 -0.9911
H -0.5552 3.5115 4.2960
Se -2.6987 1.1387 -1.6146
*
```